(1)
# C27H24ClN8OS3W

C27H24ClN8OS3W as an isolated structure (the ωB97M-V functional and the def2-TZVPD basis, the OMol25 dataset).

Computed properties:
multiplicity	3
⟨S²⟩	2.02
LUMO (alpha / beta)	-9.18 / -9.53	eV
largest force on an atom	0.10	eV Å⁻¹
HOMO-LUMO gap (alpha / beta)	6.71 / 6.47	eV
E_tot	-3277.64718	Eh
net charge	+3
ΔE to the lowest compared entry with this formula, charge and spin	2.05	kJ/mol

Structure (XYZ):
```
65
Properties=species:S:1:pos:R:3:mulliken_spin:R:1
W -0.16933 -0.14321 -0.59852 1.743
Cl 6.58672 -0.82823 -3.40014 -0.001
C 4.92423 -0.66967 -3.01559 -0.005
C 3.95313 -0.97114 -3.97654 0.021
C 2.60658 -0.84331 -3.68997 -0.025
C 2.20152 -0.42715 -2.43137 0.055
O 0.87771 -0.28971 -2.19573 0.023
C 3.16582 -0.12136 -1.44958 0.045
C 2.84018 0.36470 -0.15332 0.009
N 1.64718 0.47908 0.35758 -0.090
C 1.48897 1.05560 1.65369 -0.050
C 2.44746 1.18937 2.62409 0.009
C 2.15602 1.87330 3.82455 0.000
C 0.92567 2.42539 4.04533 -0.001
C -0.09507 2.27466 3.07681 -0.007
C -1.39172 2.82084 3.20349 0.010
C -2.31364 2.63418 2.20312 -0.001
C -1.96124 1.86996 1.08805 0.017
N -0.75875 1.32854 0.93984 0.044
C 0.19287 1.55581 1.90047 0.087
C 4.53495 -0.23878 -1.77150 0.009
H 4.26854 -1.30142 -4.95777 0.000
H 1.85890 -1.06591 -4.43903 -0.002
H 3.68472 0.69701 0.44506 -0.008
H 3.44210 0.78244 2.49635 0.000
H 2.93495 1.97027 4.56842 0.000
H 0.71921 2.97670 4.95347 0.000
H -1.64469 3.39457 4.08716 0.000
H -3.30639 3.05706 2.26377 0.001
H -2.67726 1.69002 0.29332 -0.005
H 5.28559 0.00759 -1.03065 0.001
C -2.54390 -3.11569 -1.21061 0.002
C -2.77715 -1.79459 -1.86270 0.023
N -2.05402 -0.68760 -1.70949 0.019
C -2.56951 0.34215 -2.49677 0.005
C -3.67036 0.01320 -3.20930 -0.009
S -4.09071 -1.60742 -2.91670 0.008
C -1.85247 1.60757 -2.50385 0.048
C -2.11634 2.72653 -3.22020 0.001
S -0.92181 3.89997 -2.91499 0.003
C -0.12438 2.86272 -1.83627 0.013
N -0.72635 1.69286 -1.70657 -0.023
C 1.14176 3.28377 -1.17146 0.007
H -1.48098 -3.31182 -1.11144 -0.005
H -2.97117 -3.91190 -1.81903 0.000
H -3.03778 -3.17755 -0.23672 0.002
H -4.23427 0.62998 -3.89061 0.000
H -2.92401 2.90794 -3.91100 0.000
H 1.36883 4.32004 -1.41390 0.000
H 1.97229 2.66930 -1.52245 -0.003
H 1.06812 3.20034 -0.08713 -0.002
C -2.38495 -3.01050 3.61276 0.001
C -1.30034 -3.33527 2.65851 -0.001
N -0.57388 -4.40131 2.64511 0.001
N 0.29052 -4.24949 1.59776 0.007
C 0.12650 -3.10757 0.95002 0.005
S 0.89050 -2.45652 -0.41466 -0.002
N -0.88815 -2.50898 1.60910 0.004
N -1.35667 -1.24972 1.21979 0.000
H -2.52760 -3.86347 4.27209 0.000
H -3.32640 -2.81139 3.09764 0.000
H -2.12481 -2.14537 4.22608 0.000
H 0.96168 -4.97894 1.39725 -0.001
H -1.33643 -0.64074 2.03648 0.014
H -2.33070 -1.33768 0.92844 0.003
```


(2)
# C6H9B

One molecule with the formula C6H9B in a non-equilibrium geometry (the ωB97M-V functional and the def2-TZVPD basis, the OMol25 dataset).

Computed properties:
LUMO	0.67	eV
largest force on an atom	3.73	eV Å⁻¹
HOMO-LUMO gap	8.70	eV
E_tot	-258.76979	Eh
SMILES	CB1[C@H]2CC=C[C@@H]12
ΔE to the lowest compared entry with this formula, charge and spin	130.12	kJ/mol

Structure (XYZ):
```
16
Properties=species:S:1:pos:R:3:mulliken_charge:R:1
B 1.01316 0.03715 -0.21729 0.244
C -1.33660 1.34012 -0.10040 -0.503
C -0.16518 0.82362 -0.90095 -0.349
C -1.89016 0.34748 0.55830 -0.397
C -0.22215 -0.69969 -0.65876 -0.327
C -1.46592 -0.94307 0.10974 -0.572
C 2.39607 0.10543 0.38313 -0.977
H -1.48321 -1.78302 0.83385 0.311
H -1.64599 2.38655 0.05344 0.352
H -0.12557 1.24932 -1.87096 0.333
H -2.74049 0.58170 1.23619 0.332
H -0.01269 -1.26777 -1.61233 0.236
H -2.29667 -1.25680 -0.43506 0.297
H 2.51796 0.56956 1.36662 0.357
H 3.06759 0.87800 -0.10072 0.323
H 2.85307 -0.86411 0.66074 0.339
```


(3)
# C48H59CuN5O3

C48H59CuN5O3 as an isolated structure in a non-equilibrium geometry (the ωB97M-V functional and the def2-TZVPD basis, the OMol25 dataset).

Computed properties:
multiplicity	2
⟨S²⟩	0.78
LUMO (alpha / beta)	-15.12 / -15.56	eV
largest force on an atom	5.21	eV Å⁻¹
HOMO-LUMO gap (alpha / beta)	6.15 / 5.64	eV
E_tot	-4001.78952	Eh
net charge	+6

Structure (XYZ):
```
116
Properties=species:S:1:pos:R:3:mulliken_spin:R:1
C -25.46955 -20.58468 19.64767 0.000
N -25.37697 -19.15499 19.54227 0.000
C -24.38425 -18.52656 18.92601 0.000
C -24.27342 -17.14429 18.81161 0.000
C -25.22347 -16.34715 19.49114 0.001
C -26.30277 -16.96962 20.05297 0.000
C -26.29137 -18.36461 20.21829 0.000
C -25.12317 -14.83248 19.49028 -0.002
C -23.94446 -14.06737 19.89571 0.000
C -23.99135 -12.66805 19.72116 0.000
N -25.17360 -12.02225 19.46292 0.000
C -26.34031 -12.67722 19.29520 0.000
C -26.28843 -14.05548 19.20442 0.001
C -25.23225 -10.53008 19.43044 0.000
H -24.63921 -20.90995 20.27443 0.000
H -25.30945 -20.91013 18.61977 0.000
H -26.45152 -20.93997 19.96006 0.000
H -23.62162 -19.14838 18.48089 0.000
H -23.36785 -16.77119 18.35646 0.000
H -27.07943 -16.45443 20.59865 0.000
H -27.16822 -18.89022 20.56655 0.000
H -23.01870 -14.60413 20.04148 0.000
H -23.11599 -12.04278 19.81690 0.000
H -27.16442 -11.99916 19.12944 0.000
H -27.20872 -14.56286 18.95538 0.000
H -26.09451 -10.41864 20.08785 0.000
H -25.52645 -10.18121 18.44057 0.000
H -24.39764 -10.02396 19.91559 0.000
C -31.37456 -16.10428 23.15390 0.000
N -29.95361 -15.88684 23.52349 0.000
C -29.10485 -16.94453 23.39914 0.000
C -27.74170 -16.78851 23.84404 0.000
C -27.25741 -15.60263 24.35121 -0.002
C -28.20966 -14.58494 24.48228 0.000
C -29.53944 -14.72053 24.00506 0.000
C -25.83961 -15.41161 24.80036 0.001
C -25.10927 -14.36908 24.21321 0.000
C -23.74022 -14.17845 24.56394 0.000
N -23.10424 -15.11816 25.31516 0.000
C -23.80398 -16.23079 25.85702 0.000
C -25.15429 -16.30469 25.64682 0.000
C -21.67130 -14.94163 25.56619 0.000
H -31.81281 -16.85215 23.81473 0.000
H -31.49639 -16.37066 22.10399 0.000
H -31.94906 -15.20003 23.35488 0.000
H -29.52548 -17.82978 22.94550 0.000
H -27.11376 -17.66395 23.76863 0.000
H -27.93992 -13.56348 24.70647 0.000
H -30.23988 -13.90189 24.08015 0.000
H -25.67240 -13.71498 23.56403 0.000
H -23.11251 -13.34667 24.28019 0.000
H -23.23038 -16.94505 26.42905 0.000
H -25.57388 -17.21608 26.04650 0.000
H -21.19097 -14.71208 24.61504 0.000
H -21.31431 -15.87077 26.01044 0.000
H -21.42953 -14.20520 26.33255 0.000
Cu -29.05937 -12.06574 21.46647 -0.001
C -30.86707 -6.22122 25.84939 0.000
C -30.61239 -7.53200 25.11230 0.000
C -30.93539 -7.41270 23.58451 0.000
C -29.89051 -8.18877 22.70306 0.000
N -30.07491 -7.94759 21.21617 -0.001
C -28.75208 -8.33338 20.48475 0.000
C -28.81504 -7.69344 19.14775 0.000
C -29.69706 -6.47391 19.25150 0.000
C -30.29444 -6.51602 20.66432 0.000
C -31.28035 -8.91337 20.73384 0.001
H -30.30772 -5.35064 25.50686 0.000
H -30.61622 -6.32656 26.90489 0.000
H -31.92604 -5.96931 25.79268 0.000
H -31.15657 -8.39707 25.49123 0.000
H -29.56069 -7.78464 25.24721 0.000
H -31.01425 -6.39751 23.19554 0.000
H -31.95462 -7.69234 23.31791 0.000
H -29.97700 -9.27114 22.79843 0.000
H -28.82620 -8.04988 22.89294 0.000
H -28.52122 -9.39863 20.47873 -0.001
H -27.88523 -7.92296 21.00266 0.000
H -29.32958 -8.37270 18.46806 0.000
H -27.86360 -7.40508 18.70087 0.000
H -30.50627 -6.38796 18.52632 0.000
H -28.98901 -5.64600 19.21542 0.000
H -31.33987 -6.20757 20.65832 0.000
H -29.74038 -5.84012 21.31568 0.000
H -31.33341 -8.85640 19.64662 0.000
H -32.15247 -8.62060 21.31846 0.000
H -30.88838 -9.90999 20.93688 0.000
C -26.80527 -10.97396 23.45083 0.000
O -27.10175 -11.03002 22.12102 0.001
H -27.52396 -10.38507 24.02074 0.000
H -26.82572 -11.93384 23.96689 0.000
H -25.84852 -10.51910 23.70739 0.000
C -28.79902 -8.76947 32.91299 0.245
C -29.71422 -9.71559 33.43912 0.079
C -30.48846 -10.48286 32.63031 0.034
C -30.21924 -10.38746 31.23057 0.106
C -29.20022 -9.56364 30.72806 0.064
C -28.50669 -8.66261 31.58918 0.206
C -28.77999 -9.58448 29.23714 -0.007
O -27.80949 -8.93006 28.83058 -0.015
C -29.60191 -10.46587 28.37939 0.001
C -29.44564 -10.44094 27.05320 0.006
C -30.04564 -11.34124 26.13555 -0.011
C -31.02590 -12.14954 26.73770 0.008
C -31.44664 -11.99848 28.05535 -0.013
C -30.68988 -11.20664 28.90915 -0.019
C -30.94630 -11.25675 30.35857 0.145
O -31.73088 -12.06586 30.81858 0.175
H -28.23238 -8.16159 33.60277 -0.004
H -29.74601 -9.80014 34.51533 0.007
H -31.15203 -11.20657 33.08012 -0.007
H -27.71298 -8.11641 31.10124 0.002
H -28.69712 -9.85879 26.53627 0.000
H -29.66378 -11.38919 25.12644 -0.002
H -31.49021 -12.87626 26.08756 0.000
H -32.36308 -12.52562 28.27593 -0.001
```


(4)
# C48H114O30

A 13-piece molecular cluster, C48H114O30 overall in a non-equilibrium geometry (the ωB97M-V functional and the def2-TZVPD basis, the OMol25 dataset).

Computed properties:
LUMO	0.56	eV
largest force on an atom	3.03	eV Å⁻¹
HOMO-LUMO gap	9.45	eV
E_tot	-4153.95527	Eh

Structure (XYZ):
```
192
Properties=species:S:1:pos:R:3:mulliken_charge:R:1
C 1.92675 -2.16691 -0.17840 -0.645
O 3.15959 -2.83833 0.04910 0.387
C 3.31502 -3.14437 1.45673 1.086
C 3.37942 -4.63365 1.62249 -1.130
O 4.48907 -5.28973 0.88725 -0.478
C 4.15604 -5.49572 -0.47371 -0.471
H 1.67070 -2.27041 -1.26253 -0.119
H 1.96461 -1.12100 0.11360 -0.424
H 1.13686 -2.64133 0.40258 1.049
H 2.53539 -2.64899 2.05415 -0.029
H 4.32068 -2.76591 1.68393 -0.848
H 2.45655 -5.16324 1.40153 0.432
H 3.58035 -4.84721 2.62028 0.410
H 3.77093 -4.65155 -1.05976 -0.213
H 3.36613 -6.28922 -0.48718 0.336
H 5.04610 -5.88548 -0.98576 0.265
C -4.93537 -3.68841 -2.45552 -0.411
O -5.40533 -3.06648 -1.28502 -0.098
C -6.01938 -3.91456 -0.33300 -0.722
C -5.76049 -3.40584 1.07301 -0.182
O -6.57843 -2.25452 1.36178 -0.390
C -6.35822 -1.75280 2.67450 -0.556
H -5.82569 -4.17228 -2.89908 0.355
H -4.15662 -4.45044 -2.24119 0.201
H -4.58251 -2.94156 -3.13837 -0.054
H -5.54023 -4.91396 -0.50180 0.415
H -7.09435 -4.05831 -0.58744 0.286
H -4.69899 -3.20154 1.26011 0.133
H -6.14165 -4.20046 1.81785 0.379
H -6.86647 -0.85549 2.82121 0.227
H -5.27451 -1.53602 2.77916 0.078
H -6.64220 -2.46754 3.43406 0.455
C 5.30474 3.26177 -0.79904 -0.612
O 4.35683 2.75084 0.14696 -0.317
C 4.55527 1.40362 0.64849 0.711
C 3.65372 1.27994 1.90565 -0.823
O 2.63563 0.33580 1.63545 0.846
C 1.70021 0.18040 2.65894 -0.464
H 6.35427 3.18411 -0.46157 0.303
H 4.98965 4.31953 -0.90789 0.276
H 5.19763 2.75191 -1.77252 0.067
H 5.63045 1.18203 0.82772 0.303
H 4.27047 0.64194 -0.15834 -0.689
H 3.12317 2.21424 2.08175 0.356
H 4.18370 1.05767 2.84405 0.309
H 2.10433 -0.30557 3.61606 -0.064
H 0.88230 -0.43680 2.28792 -0.412
H 1.20671 1.13508 2.91109 0.393
C 3.32384 -3.58950 -4.72541 -1.038
O 3.08886 -2.35686 -4.04631 -0.003
C 4.12937 -2.15377 -3.03794 1.435
C 3.71835 -0.89711 -2.36326 1.570
O 4.42751 0.23122 -2.89464 -0.327
C 4.18949 0.50710 -4.22527 -0.515
H 3.63083 -4.33661 -4.02981 0.416
H 4.08915 -3.58634 -5.55077 0.219
H 2.41325 -3.84615 -5.26986 0.279
H 5.18882 -2.09706 -3.46647 0.396
H 4.01030 -3.00417 -2.35181 -1.550
H 3.85975 -0.95868 -1.30775 -1.187
H 2.67190 -0.69821 -2.72049 -0.249
H 4.39315 -0.42906 -4.86488 0.175
H 4.73011 1.33698 -4.58979 0.355
H 3.16847 0.86438 -4.51519 0.032
C -1.93760 3.56221 2.45583 1.542
O -2.51039 4.82285 2.88441 -0.332
C -1.81019 5.92256 2.35672 -0.142
C -2.33792 7.24670 2.85496 -0.823
O -3.54965 7.54080 2.20417 -0.191
C -3.77597 8.96952 2.20189 -0.784
H -0.94215 3.32718 2.93600 0.486
H -1.77785 3.52544 1.33165 -0.538
H -2.66611 2.74313 2.75364 -1.147
H -1.78671 5.88963 1.25588 0.141
H -0.75251 5.91561 2.64477 0.356
H -1.50780 7.96826 2.61880 0.427
H -2.52366 7.14759 3.94735 0.298
H -2.90644 9.55312 1.71520 0.298
H -4.03926 9.31478 3.24378 0.283
H -4.67994 8.94546 1.58633 0.236
C -4.08344 -0.39750 -4.95337 -0.334
O -2.69986 -0.60814 -4.97064 -0.479
C -2.01573 0.23932 -3.98281 0.009
C -0.51006 0.09019 -4.14338 -0.864
O 0.08466 -0.98326 -3.49643 0.388
C -0.16909 -2.27654 -4.01563 -0.429
H -4.52290 -0.95750 -5.78015 0.289
H -4.41171 0.61862 -5.00551 0.319
H -4.53720 -0.93824 -4.05847 -0.209
H -2.51508 0.00501 -3.03681 -0.241
H -2.28674 1.23155 -4.22320 0.660
H -0.06752 1.02170 -3.80443 -0.069
H -0.29315 0.01101 -5.18672 0.841
H -0.12187 -2.18206 -5.13415 0.351
H -1.19453 -2.55381 -3.70929 0.159
H 0.53458 -3.05432 -3.68998 -0.221
C 6.79547 -1.42546 3.08998 -0.802
O 6.38281 -1.35983 1.73573 0.090
C 7.21331 -2.06583 0.85896 -1.004
C 6.56441 -2.41879 -0.50309 0.579
O 6.50095 -1.30714 -1.33769 0.287
C 7.61155 -0.99399 -2.05935 -1.143
H 7.80620 -0.98522 3.22416 0.275
H 6.80982 -2.58624 3.32547 0.302
H 6.08284 -0.88105 3.79294 0.125
H 7.42729 -3.04439 1.36620 0.496
H 8.14847 -1.54455 0.79426 0.472
H 5.59988 -2.84468 -0.40746 -0.643
H 7.19363 -3.19918 -0.94526 0.405
H 8.53188 -0.99091 -1.49794 0.356
H 7.51170 -0.02570 -2.53329 0.214
H 7.78952 -1.68007 -2.88924 0.357
C 1.03939 3.50346 0.35319 -1.033
O 0.49064 2.17769 0.43560 0.614
C -0.22505 1.82840 -0.71595 1.036
C -0.75978 0.40747 -0.53821 0.482
O -2.11362 0.50522 -0.17974 0.140
C -2.42728 0.07171 1.11902 0.162
H 1.72108 3.69684 1.17700 0.199
H 0.29521 4.24252 0.10115 0.202
H 1.73331 3.46881 -0.50418 0.266
H 0.41904 1.96214 -1.65223 0.290
H -1.11271 2.53914 -0.85528 -1.692
H -0.18173 -0.19488 0.23119 -0.546
H -0.66632 -0.07700 -1.52209 -0.410
H -2.02249 -0.94561 1.22113 0.407
H -3.50084 0.13771 1.28008 -0.561
H -2.03921 0.59375 2.03783 -0.115
C -5.50435 4.72110 4.55797 -0.533
O -6.27382 3.67322 3.93229 -0.505
C -5.70516 3.26462 2.66858 0.023
C -5.48308 1.78926 2.75036 -0.211
O -4.17361 1.46004 3.18648 0.284
C -4.13337 1.33274 4.65892 -1.010
H -6.06680 5.04657 5.42621 0.333
H -5.33753 5.52910 3.81406 0.231
H -4.47773 4.37348 4.87706 0.162
H -4.80669 3.90603 2.45860 -0.352
H -6.42305 3.42922 1.89076 0.368
H -5.57287 1.30508 1.76800 -0.073
H -6.19805 1.24567 3.39424 0.561
H -4.49173 2.26591 5.13549 0.227
H -3.06042 1.11932 4.84520 0.176
H -4.82815 0.57724 4.90165 0.349
C -0.28316 -6.45938 2.04855 -0.288
O -0.29804 -6.30400 0.63881 -0.383
C -1.12151 -5.44938 0.01374 0.878
O -2.10457 -4.92861 0.45561 -0.545
O -0.75629 -5.32092 -1.23266 -0.247
C 0.36481 -6.06444 -1.78005 -0.413
H 0.21095 -5.59994 2.45880 -0.059
H 0.29283 -7.34229 2.20053 0.264
H -1.31374 -6.41096 2.54390 0.240
H 1.29645 -5.71658 -1.32054 -0.038
H 0.25200 -5.83916 -2.86806 0.219
H 0.32884 -7.14633 -1.66635 0.351
C 2.85662 -2.23573 5.88638 -0.547
O 1.45175 -1.83260 5.75318 -0.365
C 0.79966 -2.49813 4.79120 0.713
O 1.33506 -3.30216 4.02329 -0.487
O -0.45858 -2.05862 4.86855 -0.370
C -1.22647 -2.20102 3.67217 0.310
H 2.92198 -3.06772 6.52767 0.387
H 3.34686 -1.45844 6.52819 0.238
H 3.43002 -2.42350 4.95667 0.134
H -2.05754 -1.48216 3.95111 -0.070
H -1.67192 -3.17980 3.60876 0.334
H -0.66288 -1.92110 2.81379 -0.248
C -1.05114 4.63718 -3.56285 -0.492
O 0.28742 4.05590 -3.55397 -0.009
C 0.99283 4.41850 -4.67194 0.516
O 0.45553 5.03324 -5.56011 -0.588
O 2.17837 3.85216 -4.57592 -0.097
C 3.08428 4.14497 -5.69238 -0.726
H -1.44171 3.99674 -2.73400 -0.025
H -1.66048 4.46450 -4.45160 0.349
H -1.02913 5.72160 -3.34363 0.340
H 2.66619 3.81523 -6.64396 0.331
H 4.02231 3.55583 -5.52342 0.141
H 3.32184 5.19353 -5.69151 0.370
C -3.60125 4.31019 -0.36487 -0.118
O -4.28447 3.17719 0.10197 0.150
C -4.41479 2.24291 -0.83830 0.779
O -3.95413 2.34213 -1.98116 -0.730
O -5.19182 1.30665 -0.35294 -0.329
C -5.16783 0.12217 -1.15267 -0.754
H -2.50353 4.10211 -0.53058 -0.335
H -3.67817 4.99838 0.45913 0.014
H -3.93719 4.84113 -1.28772 0.346
H -5.49140 -0.73351 -0.63256 0.345
H -4.10477 -0.11381 -1.47409 -0.036
H -5.77521 0.28479 -2.01296 0.523
```